[1]
Formula: C4H14O3
Source: the OMol25 dataset
Level of theory: the ωB97M-V functional and the def2-TZVPD basis

Results
SMILES string: CCO.CCO.O
HOMO level: -0.375 hartree
Total charge: 0
Largest force on an atom: 1.28 eV/Å
LUMO energy: 0.650 eV

Last column: natural (NBO) charge in e.
Element x y z (Å)
C (-1.7383, -1.8769, -2.4958)  -0.646
C (-0.7879, -1.6425, -1.3445)  -0.068
O (-0.9162, -2.5338, -0.2457)  -0.736
H (-1.3407, -2.5399, -3.2619)  0.208
H (-1.9403, -0.9114, -2.9686)  0.217
H (-2.7125, -2.2427, -2.1717)  0.223
H (-0.8567, -0.6322, -0.9288)  0.172
H (0.2612, -1.6171, -1.6769)  0.165
H (-0.4695, -3.3642, -0.4381)  0.470
C (1.2296, 1.6320, 0.7313)  -0.657
C (1.3124, 2.9595, 1.4938)  -0.060
O (0.0632, 3.4077, 1.9912)  -0.725
H (1.8233, 0.8306, 1.1707)  0.234
H (1.6141, 1.7698, -0.2857)  0.207
H (0.2167, 1.2633, 0.5599)  0.200
H (1.6926, 3.7146, 0.7878)  0.150
H (2.0024, 2.9491, 2.3331)  0.185
H (-0.6412, 3.3901, 1.3462)  0.465
O (0.7115, -1.5362, 2.0391)  -0.952
H (0.3492, -2.2333, 1.4739)  0.482
H (0.1270, -0.7864, 1.8907)  0.466

---

[2]
Formula: C4H14O3
Source: the OMol25 dataset
Level of theory: the ωB97M-V functional and the def2-TZVPD basis

Results
SMILES string: C=CCC.O.O.O
HOMO level: -0.352 hartree
Total charge: 0
Largest force on an atom: 1.60 eV/Å
LUMO energy: 0.474 eV

Last column: natural (NBO) charge in e.
Element x y z (Å)
C (-1.5556, 2.8358, 2.4263)  -0.415
C (-1.4199, 2.7681, 1.1098)  -0.159
C (-0.1909, 2.2565, 0.4144)  -0.457
C (0.4805, 1.0870, 1.1209)  -0.613
H (-2.4804, 3.2093, 2.8484)  0.198
H (-0.8649, 2.4314, 3.1473)  0.188
H (-2.1872, 3.2383, 0.5099)  0.202
H (0.5073, 3.0997, 0.4570)  0.217
H (-0.3043, 2.0614, -0.6480)  0.220
H (1.0433, 1.4184, 1.9833)  0.212
H (0.9924, 0.3775, 0.4719)  0.195
H (-0.2460, 0.3683, 1.5248)  0.210
O (-1.0673, -1.4443, -1.6873)  -0.936
H (-0.4545, -1.0925, -1.0326)  0.459
H (-1.1366, -2.3795, -1.4614)  0.478
O (0.8301, -4.0189, -0.9916)  -0.958
H (1.5510, -3.6731, -1.5418)  0.488
H (0.6185, -4.8616, -1.4087)  0.468
O (2.0222, -1.4821, -1.4764)  -0.940
H (1.7658, -1.4237, -0.5428)  0.470
H (2.9768, -1.3368, -1.4622)  0.473

---

[3]
Formula: C4H14O4
Source: the OMol25 dataset
Level of theory: the ωB97M-V functional and the def2-TZVPD basis

Results
HOMO level (alpha / beta): -0.159 / -0.159 hartree
Total charge: -1
Largest force on an atom: 1.51 eV/Å
LUMO energy (alpha / beta): 3.593 / 2.978 eV
Multiplicity: 2

Last column: natural (NBO) charge in e.
Element x y z (Å)
O (-3.3034, -1.2184, -0.1959)  -0.729
C (-2.8052, 0.0640, 0.3217)  -0.158
C (-1.7384, 0.6249, -0.5140)  -0.093
C (-0.2550, 0.4310, -0.2867)  -0.472
C (0.3486, 1.6448, 0.4247)  -0.598
H (-3.6733, 0.7089, 0.4985)  0.160
H (-2.0194, 1.2383, -1.3693)  0.152
H (-2.4123, -0.1058, 1.3354)  0.168
H (-0.1205, -0.4229, 0.3717)  0.242
H (0.0901, 0.2303, -1.2987)  0.229
H (1.3915, 1.8610, 0.2420)  0.255
H (0.1244, 1.5552, 1.4868)  0.198
H (-0.1504, 2.5667, 0.0747)  0.167
H (1.7945, -1.5612, 0.9970)  0.527
H (1.2467, -1.8116, 2.5171)  0.437
O (1.8777, -1.2960, 1.9885)  -1.034
H (2.5238, -0.3299, -0.9628)  0.522
H (2.7197, 0.8584, -1.9630)  0.433
O (2.9494, 0.5901, -1.0516)  -1.022
H (2.3314, -2.5813, -0.9961)  0.428
H (-2.8226, -1.2578, -1.0213)  0.465
O (1.9028, -1.7886, -0.5986)  -1.278

---

[4]
Formula: C4H14O4
Source: the OMol25 dataset
Level of theory: the ωB97M-V functional and the def2-TZVPD basis

Results
SMILES string: OCCO.CO.CO
HOMO level: -0.366 hartree
Total charge: 0
Largest force on an atom: 0.98 eV/Å
LUMO energy: 0.583 eV

Last column: natural (NBO) charge in e.
Element x y z (Å)
O (-0.9404, -1.9665, -1.7028)  -0.716
C (-0.3370, -1.6834, -2.9299)  -0.084
C (1.1525, -1.9017, -2.9501)  -0.089
O (1.7505, -0.9351, -2.0649)  -0.765
H (-0.5167, -1.4447, -1.0083)  0.488
H (-0.7498, -2.3485, -3.6912)  0.183
H (-0.5657, -0.6602, -3.2646)  0.165
H (1.5961, -1.8401, -3.9464)  0.176
H (1.3659, -2.9093, -2.5663)  0.173
H (2.7036, -0.8739, -2.1656)  0.489
C (1.4028, 0.7340, 0.9089)  -0.253
O (0.4506, 0.2605, -0.0104)  -0.765
H (1.9336, 1.6184, 0.5197)  0.152
H (0.8720, 1.1113, 1.7860)  0.197
H (2.1295, -0.0216, 1.2171)  0.156
H (0.9315, -0.0702, -0.7853)  0.490
C (-2.2518, 2.4204, 4.0077)  -0.246
O (-1.5167, 1.4216, 3.3331)  -0.730
H (-3.2754, 2.5340, 3.6373)  0.167
H (-2.2686, 2.2312, 5.0830)  0.167
H (-1.7876, 3.4038, 3.8535)  0.168
H (-2.0789, 0.9202, 2.7396)  0.476

---

[5]
Formula: C4H14O4
Source: the OMol25 dataset
Level of theory: the ωB97M-V functional and the def2-TZVPD basis

Results
HOMO level (alpha / beta): -0.496 / -0.496 hartree
Total charge: +1
Largest force on an atom: 6.08 eV/Å
LUMO energy (alpha / beta): -5.370 / -9.025 eV
Multiplicity: 2

Last column: natural (NBO) charge in e.
Element x y z (Å)
C (0.1712, -1.4824, 0.8232)  -0.081
C (-0.3831, -2.2615, -0.1194)  -0.130
C (0.3643, -3.2040, -0.9376)  -0.176
C (0.1542, -3.1526, -2.2497)  -0.105
H (1.3048, -1.3716, 1.0036)  0.245
H (-0.4032, -0.9765, 1.5478)  0.224
H (-1.4504, -2.2124, -0.4484)  0.276
H (1.0378, -4.0187, -0.6715)  0.275
H (0.7262, -3.9293, -2.8252)  0.230
H (-0.2634, -2.3195, -2.8708)  0.240
H (2.1014, 2.0685, 0.5545)  0.465
H (2.0897, 3.4718, -0.3025)  0.492
O (2.6122, 2.6155, -0.0366)  -0.956
H (4.6531, 1.8902, 3.8901)  0.467
H (4.6767, 2.4535, 2.4664)  0.475
O (5.0225, 1.9147, 3.0913)  -0.942
H (-2.1503, 1.5604, 2.5204)  0.459
H (-3.1075, 2.2148, 1.6280)  0.469
O (-2.2336, 2.2197, 1.8886)  -0.927
H (-4.6446, 1.7931, -2.3579)  0.459
H (-5.0056, 1.4692, -3.7158)  0.460
O (-5.2726, 1.2572, -2.8787)  -0.919

---

[6]
Formula: C4H14Si2
Source: the OMol25 dataset
Level of theory: the ωB97M-V functional and the def2-TZVPD basis

Results
HOMO level (alpha / beta): -0.310 / -0.292 hartree
Total charge: 0
Largest force on an atom: 4.08 eV/Å
LUMO energy (alpha / beta): -1.059 / -0.351 eV

Last column: natural (NBO) charge in e.
Element x y z (Å)
C (1.3618, 2.1522, -0.2538)  -0.608
C (-1.3934, -1.9712, 1.1098)  -1.104
C (0.4457, 2.2557, 0.9671)  -0.525
C (-0.6660, 1.3248, 0.6567)  -0.300
Si (0.0604, -2.0216, -2.0275)  0.320
Si (0.2562, -1.4865, 0.1664)  0.632
H (0.7745, 2.3072, -1.1826)  0.209
H (2.1688, 3.0518, -0.3030)  0.206
H (2.0511, 1.1408, -0.2719)  0.223
H (-2.2645, -1.2788, 0.9638)  0.227
H (-1.7795, -2.9547, 0.7008)  0.232
H (-1.3539, -1.9614, 2.2173)  0.237
H (1.0210, 2.0026, 1.9569)  0.218
H (0.2194, 3.2870, 1.2825)  0.237
H (-1.0001, 1.2248, -0.3969)  0.197
H (-1.3405, 1.0642, 1.4422)  0.185
H (-0.6133, -0.8649, -2.4011)  -0.169
H (1.4099, -1.8690, -2.5416)  -0.142
H (-0.5880, -2.9387, -2.9634)  -0.112
H (1.2304, -2.4642, 0.8784)  -0.160